i) ORCA calculation (ωB97M-V/def2-TZVPD) on 7 unconnected molecules or ions with the total composition H14O7.

Last columns: bonded neighbours and bond lengths (Å).
Element x y z (Å)
1 O 2.4684 2.0500 -0.0552  H8 0.964, H19 0.964
2 O 0.0727 1.1046 -0.9855  H12 0.964, H18 0.964
3 O 3.2468 -0.9333 1.1253  H11 0.964, H16 0.964
4 O -3.4766 1.5138 0.7347  H15 0.964, H17 0.964
5 O -5.3664 -1.1831 -0.1089  H13 0.964, H21 0.964
6 O 2.4755 -0.8732 -0.9892  H9 0.964, H10 0.964
7 O 0.3193 -1.5117 -0.1696  H14 0.964, H20 0.964
8 H 2.3830 1.7857 0.8677  O1 0.964
9 H 1.5459 -0.6801 -1.1556  O6 0.964
10 H 2.7418 -0.2070 -0.3455  O6 0.964
11 H 3.9221 -1.5228 0.7710  O3 0.964
12 H -0.8217 1.0400 -0.6322  O2 0.964
13 H -4.9989 -1.9563 -0.5517  O5 0.964
14 H -0.1011 -1.2557 0.6591  O7 0.964
15 H -2.9077 2.2656 0.5342  O4 0.964
16 H 2.7918 -1.4679 1.7857  O3 0.964
17 H -4.3047 1.7204 0.2868  O4 0.964
18 H 0.1914 0.2828 -1.4749  O2 0.964
19 H 3.3993 2.2821 -0.1475  O1 0.964
20 H 1.1272 -1.9594 0.1058  O7 0.964
21 H -4.7080 -0.4944 -0.2545  O5 0.964

The SMILES is O.O.O.O.O.O.O. The HOMO-LUMO gap comes out at 9.954 eV.

These are the natural (NBO) partial charges, in e, on atoms 1 to 6:
1. O -0.926
2. O -0.925
3. O -0.945
4. O -0.945
5. O -0.939
6. O -0.989

---

ii) ORCA calculation (ωB97M-V/def2-TZVPD) on 7 unconnected molecules or ions with the total composition H14O7.

Last columns: bonded neighbours and bond lengths (Å).
Element x y z (Å)
1 O -0.2301 -7.6034 1.5625  H18 0.992, H21 0.946
2 O 1.9290 -9.5308 2.8692  H10 0.950, H11 0.984
3 O 2.9353 -11.2155 4.7738  H12 0.986, H17 0.966
4 O 0.2207 -7.9709 4.5889  H8 1.019, H14 0.992
5 O 2.1593 -8.9801 5.9983  H13 1.026, H20 0.977
6 O 2.3038 -6.8633 2.8522  H15 0.960, H19 0.941
7 O 2.7833 -11.0578 8.4754  H9 0.989, H16 0.956
8 H 0.9727 -8.4233 5.1073  O4 1.019
9 H 2.5480 -10.2969 9.0612  O7 0.989
10 H 1.9331 -9.4750 1.9204  O2 0.950
11 H 1.0362 -9.2087 3.1305  O2 0.984
12 H 3.0528 -10.6476 3.9764  O3 0.986
13 H 2.2881 -9.9360 5.6482  O5 1.026
14 H -0.5530 -8.0363 5.2066  O4 0.992
15 H 1.6305 -6.7292 3.5232  O6 0.960
16 H 2.7184 -10.5756 7.6526  O7 0.956
17 H 2.1980 -11.7680 4.4848  O3 0.966
18 H -0.7116 -7.3521 0.7326  O1 0.992
19 H 2.2308 -7.7870 2.6851  O6 0.941
20 H 3.0619 -8.6134 5.9203  O5 0.977
21 H 0.5530 -7.0794 1.4755  O1 0.946

The SMILES is O.O.O.O.O.O.O. The HOMO-LUMO gap comes out at 11.456 eV.

These are the natural (NBO) partial charges, in e, on atoms 1 to 6:
1. O -0.955
2. O -0.990
3. O -0.948
4. O -1.023
5. O -0.991
6. O -0.973

---

iii) ORCA calculation (ωB97M-V/def2-TZVPD) on 7 unconnected molecules or ions with the total composition H14O7.

Last columns: bonded neighbours and bond lengths (Å).
Element x y z (Å)
1 O -0.0219 -0.5814 -0.4136  H9 0.914, H20 0.959
2 O -0.7083 -1.5218 2.1371  H11 0.986, H12 0.936
3 O 4.3227 -0.3429 0.1487  H10 0.990, H19 0.954
4 O -1.0020 1.4842 2.9648  H16 0.979, H21 0.964
5 O 1.8089 1.5308 -0.2760  H8 1.003, H18 0.971
6 O -2.4633 -0.8104 -1.3978  H14 0.970, H17 0.938
7 O -1.7526 0.2543 -3.6712  H13 0.964, H15 1.020
8 H 1.4640 1.7719 0.6342  O5 1.003
9 H 0.0080 -1.4932 -0.3653  O1 0.914
10 H 3.6271 -0.1020 -0.5135  O3 0.990
11 H -1.3854 -2.1715 2.4411  O2 0.986
12 H -1.3147 -1.1817 1.5112  O2 0.936
13 H -2.3405 0.3422 -4.4303  O7 0.964
14 H -3.1154 -1.2518 -0.8317  O6 0.970
15 H -1.3661 1.1958 -3.6031  O7 1.020
16 H -0.5572 2.1590 2.4123  O4 0.979
17 H -1.6383 -1.1826 -1.1503  O6 0.938
18 H 2.7473 1.6888 -0.0848  O5 0.971
19 H 4.4330 -1.2904 0.1511  O3 0.954
20 H 0.0323 -0.1802 0.4555  O1 0.959
21 H -0.7777 1.6827 3.8816  O4 0.964

The SMILES is O.O.O.O.O.O.O. The HOMO-LUMO gap comes out at 10.631 eV.

These are the natural (NBO) partial charges, in e, on atoms 1 to 6:
1. O -0.934
2. O -0.925
3. O -0.960
4. O -0.939
5. O -0.922
6. O -0.926

---

Most stable pick: ii). Distance to second place: 39.8 kcal/mol.